# C27H45BrHgN2O2P2

A structure of composition C27H45BrHgN2O2P2 in a non-equilibrium geometry (wB97M-V/def2-TZVPD, the Open Molecules 2025 dataset).

Each line ends with the Löwdin charge.
Element x y z (Å)
N (-5.943, -1.624, 3.802)  0.089
C (-5.078, -0.804, 4.374)  -0.118
C (-4.420, 0.201, 3.662)  -0.002
C (-4.848, 0.471, 2.336)  -0.215
C (-5.879, -0.345, 1.804)  -0.001
C (-6.281, -1.461, 2.538)  -0.114
C (-4.260, 1.532, 1.520)  0.040
Hg (-0.028, 1.352, -2.449)  0.758
P (4.182, 0.427, -2.088)  1.153
C (-4.776, 1.820, 0.273)  -0.001
C (-4.069, 2.566, -0.714)  -0.200
C (-4.193, 2.261, -2.107)  0.023
C (-2.993, 2.337, -2.843)  -0.054
C (-1.831, 2.334, -2.004)  -0.298
C (-1.799, 3.229, -0.947)  -0.096
C (-3.047, 3.496, -0.365)  0.016
Br (1.744, 1.832, -4.317)  -0.024
H (-3.381, 2.074, 1.926)  0.137
H (-5.597, 1.212, -0.113)  0.112
H (-3.598, 0.751, 4.124)  0.112
H (-6.358, -0.148, 0.837)  0.110
H (-4.875, -0.948, 5.426)  0.115
H (-6.918, -2.192, 2.052)  0.119
H (-5.112, 1.926, -2.590)  0.139
H (-3.175, 4.242, 0.432)  0.144
H (-2.929, 2.307, -3.938)  0.127
H (-0.837, 3.583, -0.549)  0.119
P (-0.259, -1.385, -1.282)  0.934
C (4.525, 2.218, -1.583)  -0.355
C (5.202, 3.313, -2.416)  -0.128
H (5.120, 2.087, -0.665)  0.079
H (3.523, 2.585, -1.263)  0.073
H (5.667, 4.031, -1.721)  0.088
H (5.992, 2.905, -3.064)  0.067
H (4.489, 3.901, -3.023)  0.082
C (4.385, -0.063, -3.859)  -0.449
C (5.312, 0.718, -4.772)  -0.138
H (3.357, 0.051, -4.268)  -0.054
H (4.646, -1.132, -3.893)  0.089
H (5.110, 0.384, -5.805)  0.095
H (5.108, 1.799, -4.731)  0.057
H (6.388, 0.538, -4.587)  0.082
C (5.246, -0.824, -1.293)  -0.411
C (6.754, -0.623, -1.347)  -0.110
H (4.949, -1.757, -1.816)  0.086
H (4.859, -0.858, -0.253)  0.083
H (7.193, -1.419, -0.732)  0.091
H (7.157, -0.732, -2.368)  0.085
H (7.045, 0.327, -0.890)  0.077
C (0.593, -2.663, -0.224)  -0.405
C (1.984, -3.092, -0.697)  -0.141
H (-0.091, -3.535, -0.223)  0.090
H (0.669, -2.240, 0.795)  0.064
H (2.279, -3.990, -0.142)  0.085
H (2.010, -3.353, -1.759)  0.062
H (2.739, -2.322, -0.506)  0.043
C (-0.696, -2.500, -2.737)  -0.414
C (-1.655, -1.839, -3.715)  -0.165
H (-1.117, -3.426, -2.298)  0.093
H (0.267, -2.748, -3.217)  0.076
H (-1.751, -2.480, -4.594)  0.082
H (-2.650, -1.728, -3.282)  0.062
H (-1.308, -0.851, -4.041)  0.042
C (-1.940, -1.215, -0.449)  -0.385
C (-2.065, -1.625, 1.013)  -0.138
H (-2.650, -1.774, -1.081)  0.076
H (-2.162, -0.137, -0.547)  0.040
H (-3.132, -1.646, 1.269)  0.063
H (-1.650, -2.620, 1.214)  0.070
H (-1.577, -0.899, 1.678)  0.065
N (1.827, 0.483, 4.115)  0.149
C (1.045, 1.196, 3.065)  -0.074
C (1.393, 0.483, 1.759)  -0.662
O (0.780, 0.899, 0.747)  -0.087
O (2.273, -0.441, 1.907)  -0.065
H (1.152, 0.015, 4.728)  0.164
H (2.344, 1.170, 4.704)  0.179
H (2.472, -0.210, 3.605)  0.153
H (-0.024, 1.080, 3.290)  0.128
H (1.357, 2.244, 3.046)  0.136

Electronic energy ... -128580.6717 eV
Net charge ... +2
E_LUMO (alpha / beta) ... -7.46 / -7.93 eV
Highest occupied orbital energy (alpha / beta) ... -13.31 / -13.29 eV

---

# C15H28IO4P2RuS

A structure of composition C15H28IO4P2RuS in a non-equilibrium geometry (wB97M-V/def2-TZVPD, the Open Molecules 2025 dataset).

Each line ends with the natural charge from an NBO analysis.
Element x y z (Å)
C (-1.736, -0.470, -1.805)  -0.864
I (1.906, -0.569, -3.478)  0.388
H (-2.415, -0.351, -0.956)  0.236
H (-1.751, -1.469, -2.268)  0.239
H (-1.904, 0.249, -2.611)  0.240
Ru (0.295, -0.345, -1.405)  -0.087
P (-0.212, -2.075, -0.030)  1.259
C (1.095, -3.255, -0.440)  -0.965
C (-0.195, -2.262, 1.792)  -0.929
H (-0.706, -3.200, 2.060)  0.279
H (-1.815, -3.842, 0.422)  0.272
H (-0.692, -1.396, 2.234)  0.264
H (-2.628, -2.292, 0.001)  0.266
H (1.997, -2.943, 0.100)  0.259
H (0.850, -2.281, 2.124)  0.233
C (-1.802, -2.971, -0.259)  -0.944
H (0.780, -4.247, -0.108)  0.291
H (-1.921, -3.326, -1.293)  0.267
H (1.290, -3.243, -1.514)  0.263
P (-0.279, 1.789, -0.926)  1.337
C (1.126, 2.815, -1.421)  -0.972
C (-1.680, 2.527, -1.850)  -0.955
H (-1.355, 1.891, 1.225)  0.260
H (-1.047, 3.522, 0.519)  0.284
H (0.283, 2.615, 1.309)  0.256
C (-0.629, 2.519, 0.699)  -0.953
H (-2.619, 2.034, -1.564)  0.270
H (-1.731, 3.595, -1.583)  0.277
H (0.771, 3.848, -1.485)  0.288
H (1.519, 2.480, -2.384)  0.262
H (-1.537, 2.434, -2.935)  0.270
H (1.900, 2.731, -0.650)  0.257
C (1.980, -0.011, -0.592)  0.561
O (3.083, 0.246, -0.339)  -0.420
C (2.275, -0.742, 8.505)  -0.690
C (1.947, -0.468, 7.070)  0.253
C (1.168, 0.647, 6.720)  -0.108
C (0.981, 0.988, 5.383)  -0.190
C (1.594, 0.221, 4.388)  -0.161
C (2.245, -0.976, 4.711)  -0.184
C (2.425, -1.309, 6.051)  -0.094
S (1.654, 0.792, 2.690)  2.301
O (0.365, 0.390, 2.096)  -0.715
O (1.813, 2.243, 2.723)  -0.652
O (2.793, 0.005, 2.223)  -0.696
H (2.921, 0.045, 8.914)  0.314
H (1.377, -0.778, 9.129)  0.302
H (2.806, -1.694, 8.597)  0.262
H (0.717, 1.253, 7.510)  0.274
H (0.380, 1.849, 5.089)  0.270
H (2.624, -1.614, 3.923)  0.264
H (2.953, -2.223, 6.321)  0.261

Multiplicity ... 5
Electronic energy ... -64261.7430 eV
Net charge ... +3
E_LUMO (alpha / beta) ... -10.98 / -14.00 eV
Highest occupied orbital energy (alpha / beta) ... -17.91 / -18.43 eV
Expectation value of S² ... 6.057

---

Question: Which of these has the lowest net charge?
Answer: C27H45BrHgN2O2P2